{"formula": "C6H7N3O2", "method": "ωB97M-V with the def2-TZVPD basis set", "symbols": ["C", "C", "C", "C", "C", "C", "N", "N", "N", "O", "O", "H", "H", "H", "H", "H", "H", "H"], "xyz": [[-0.8007, 1.6372, -0.2497], [-2.0709, 1.6247, 0.1805], [0.0818, 0.4271, -0.1893], [-2.4812, -0.5952, 0.2953], [-0.1303, -1.8847, -0.4453], [2.2481, -0.4396, -0.0410], [-2.6656, 0.5445, 0.6212], [1.3703, 0.5174, 0.1309], [-0.6047, -0.7052, -0.3956], [-2.7809, -1.7353, 0.1420], [3.4577, -0.2786, 0.5447], [-0.3015, 2.5154, -0.6416], [-2.7324, 2.4787, 0.0599], [0.8945, -2.3150, -0.1927], [-0.9698, -2.6144, -0.4140], [2.2295, -1.1238, -0.8548], [1.7043, 1.3290, 0.5994], [3.5518, 0.6178, 0.8502]], "e_above_lowest_kcal_mol": 100.1, "orbital_gap_ev": [6.87, 6.82]}

=====

{"formula": "C18H16N4O", "method": "ωB97M-V with the def2-TZVPD basis set", "symbols": ["C", "C", "C", "C", "C", "C", "N", "C", "N", "C", "C", "C", "N", "C", "N", "C", "C", "C", "C", "C", "C", "C", "O", "H", "H", "H", "H", "H", "H", "H", "H", "H", "H", "H", "H", "H", "H", "H", "H"], "xyz": [[-4.5732, -3.9492, -0.2358], [-3.4211, -3.0693, -0.0094], [-2.5604, -3.1634, 1.0232], [-1.6315, -2.1015, 0.8217], [-2.0847, -1.3556, -0.2356], [-1.5015, -0.1244, -0.9075], [-1.9754, 0.3349, -2.1285], [-1.2475, 1.3815, -2.4682], [-1.2747, 2.1071, -3.6612], [-0.4487, 3.1062, -3.7522], [0.4454, 3.5266, -2.6814], [0.5019, 2.7736, -1.5399], [-0.3548, 1.6598, -1.4609], [-0.4697, 0.7071, -0.4652], [0.2875, 0.6121, 0.7297], [1.6970, 0.5717, 0.8259], [2.4408, 0.2543, -0.3210], [3.8082, 0.0083, -0.1739], [4.4312, 0.1132, 1.0708], [3.6978, 0.4875, 2.1786], [2.3016, 0.6532, 2.0926], [1.5118, 0.9050, 3.3518], [-3.1461, -2.0146, -0.8041], [-4.6516, -4.5325, 0.6962], [-4.4242, -4.5995, -1.0611], [-5.4808, -3.3770, -0.4247], [-2.6202, -3.9065, 1.7821], [-0.7386, -1.9781, 1.4455], [-0.4885, 3.7242, -4.6387], [1.0759, 4.3972, -2.8900], [1.1021, 3.0417, -0.6720], [-0.2358, 0.3803, 1.5712], [1.9086, 0.1297, -1.2661], [4.3705, -0.1562, -1.0670], [5.5074, -0.0004, 1.1625], [4.2326, 0.5589, 3.1237], [2.1271, 1.5199, 4.0260], [0.5718, 1.4466, 3.1372], [1.3103, -0.0724, 3.8257]], "smiles": "Cc1ccc(-c2nc3ncccn3c2Nc2ccccc2C)o1", "e_above_lowest_kcal_mol": 43.5, "orbital_gap_ev": 7.59}

=====

{"formula": "C6H16O", "method": "ωB97M-V with the def2-TZVPD basis set", "symbols": ["C", "C", "C", "C", "C", "C", "H", "H", "H", "H", "H", "H", "H", "H", "H", "H", "H", "H", "H", "H", "O", "H", "H"], "xyz": [[1.4136, 1.1541, -2.1035], [0.4970, -0.0368, -1.5486], [0.5771, 0.0500, -0.0158], [-0.1849, 1.3108, 0.5719], [-1.6909, 1.1952, 0.7074], [-2.0297, 0.0703, 1.7427], [0.9725, 1.4658, -3.0862], [1.1482, 1.9514, -1.4948], [2.4841, 1.0486, -2.0063], [-0.5160, 0.0365, -1.9495], [1.0838, -0.9717, -1.9238], [0.1517, -1.0684, 0.2648], [1.5373, 0.1532, 0.2849], [0.0878, 2.1066, -0.0841], [0.2150, 1.4638, 1.5653], [-2.0630, 2.1898, 1.1144], [-2.2084, 0.9999, -0.3032], [-1.5272, -0.9319, 1.6093], [-3.0693, -0.0886, 1.6373], [-1.8238, 0.2200, 2.7747], [1.3012, -3.1695, 0.5300], [0.4063, -3.1106, 0.0510], [1.2193, -2.5697, 1.1815]], "smiles": "CCCCCC.O", "e_above_lowest_kcal_mol": 44.2, "orbital_gap_ev": 11.34}

=====

{"formula": "C45H41INOPtTe", "method": "ωB97M-V with the def2-TZVPD basis set", "symbols": ["Pt", "I", "C", "C", "C", "C", "C", "C", "C", "C", "C", "C", "H", "H", "H", "H", "H", "H", "C", "C", "O", "N", "Te", "C", "C", "C", "C", "C", "C", "C", "C", "C", "C", "C", "C", "C", "C", "C", "C", "C", "C", "H", "H", "H", "H", "H", "H", "H", "H", "H", "H", "H", "H", "H", "H", "H", "H", "H", "H", "H", "H", "H", "H", "H", "H", "H", "C", "C", "C", "C", "C", "C", "C", "C", "C", "C", "C", "C", "C", "C", "C", "H", "H", "H", "H", "H", "H", "H", "H", "H", "H"], "xyz": [[0.3318, 0.2477, 1.4675], [2.8247, -0.6415, 2.0771], [2.3169, -0.6069, 4.1156], [3.3039, -0.6576, 5.0541], [2.9566, -0.7308, 6.4196], [1.6413, -0.7953, 6.7761], [0.6076, -0.7428, 5.8048], [-0.7463, -0.8190, 6.1943], [-1.7178, -0.7223, 5.2378], [-1.3871, -0.5100, 3.8871], [-0.0902, -0.4203, 3.4149], [0.9273, -0.5932, 4.4190], [4.3444, -0.6446, 4.7561], [3.7367, -0.7471, 7.1710], [1.3582, -0.8766, 7.8202], [-0.9890, -0.9476, 7.2437], [-2.7635, -0.7889, 5.5202], [-2.1933, -0.3857, 3.1806], [-1.5078, 2.8551, 2.0323], [-2.2440, 1.6682, 1.4040], [-3.4714, 1.8276, 1.1687], [-1.5966, 0.5434, 1.1314], [-3.3662, -1.2877, 0.6607], [-4.5997, -3.1519, 0.5268], [-5.4187, -3.5445, 1.5949], [-5.5142, -2.7726, 2.8925], [-6.1839, -4.7128, 1.5135], [-6.1712, -5.5197, 0.3913], [-6.9980, -6.7772, 0.3147], [-5.3769, -5.1214, -0.6780], [-4.6107, -3.9615, -0.6288], [-3.8025, -3.5950, -1.8455], [-1.6113, -2.4549, 0.3442], [-1.2307, -3.4609, 1.2375], [-2.0464, -3.8429, 2.4440], [-0.0400, -4.1572, 1.0185], [0.7789, -3.8847, -0.0621], [2.0802, -4.6162, -0.2649], [0.3829, -2.8879, -0.9450], [-0.7897, -2.1644, -0.7625], [-1.1185, -1.0798, -1.7514], [-2.2300, 3.5105, 2.5219], [-1.0077, 3.4114, 1.2351], [-0.7427, 2.5293, 2.7351], [-5.1135, -1.7658, 2.8075], [-4.9518, -3.2824, 3.6807], [-6.5542, -2.7099, 3.2212], [-6.8051, -4.9928, 2.3614], [-7.5184, -6.9605, 1.2558], [-6.3758, -7.6494, 0.0997], [-7.7498, -6.7127, -0.4763], [-5.3577, -5.7277, -1.5804], [-4.0668, -4.2294, -2.6940], [-2.7320, -3.6983, -1.6554], [-3.9717, -2.5515, -2.1154], [-2.6132, -2.9916, 2.8186], [-1.3947, -4.2024, 3.2424], [-2.7616, -4.6325, 2.1953], [0.2587, -4.9176, 1.7347], [2.2184, -5.3868, 0.4948], [2.9272, -3.9303, -0.1997], [2.1199, -5.0956, -1.2462], [1.0135, -2.6495, -1.7972], [-0.4743, -1.1573, -2.6294], [-0.9707, -0.1003, -1.2871], [-2.1617, -1.1303, -2.0651], [1.1150, 1.3512, -0.0359], [1.9055, 2.1756, -0.5094], [2.7771, 3.1193, -1.0512], [3.2898, 2.9262, -2.4053], [3.8482, 3.9587, -3.1817], [4.2968, 3.7329, -4.4744], [4.2036, 2.4718, -5.0510], [3.6250, 1.4428, -4.3105], [3.1709, 1.6641, -3.0234], [3.1503, 4.2600, -0.2053], [4.3746, 4.9388, -0.3137], [4.7115, 5.9645, 0.5589], [3.8418, 6.3474, 1.5725], [2.6314, 5.6712, 1.7079], [2.2931, 4.6472, 0.8415], [3.8919, 4.9649, -2.7857], [4.7109, 4.5606, -5.0405], [4.5591, 2.2967, -6.0595], [3.5197, 0.4542, -4.7436], [2.7052, 0.8641, -2.4614], [5.0973, 4.6313, -1.0588], [5.6736, 6.4541, 0.4528], [4.1080, 7.1451, 2.2557], [1.9435, 5.9359, 2.5028], [1.3604, 4.1114, 0.9706]], "multiplicity": 2, "total_charge": -2, "e_above_lowest_kcal_mol": 9.2, "orbital_gap_ev": [5.09, 5.07]}